No. 1
{"formula": "C19H12O7PSn", "method": "wB97M-V/def2-TZVPD", "species": ["Sn", "O", "C", "O", "C", "P", "C", "C", "C", "C", "C", "C", "C", "C", "C", "C", "C", "C", "H", "H", "H", "H", "H", "H", "H", "H", "H", "H", "H", "H", "O", "C", "C", "O", "C", "C", "O", "C", "O", "O"], "positions_angstrom": [[2.643, 0.459, -0.807], [-0.132, 3.421, -3.108], [0.296, 2.824, -2.127], [1.389, 2.158, -2.036], [-0.569, 2.860, -0.833], [-0.332, 1.344, 0.170], [-1.690, 1.546, 1.401], [-3.022, 1.658, 1.002], [-4.012, 1.932, 1.930], [-3.685, 2.082, 3.273], [-2.374, 1.911, 3.688], [-1.380, 1.645, 2.754], [-1.039, 0.017, -0.872], [-1.498, 0.192, -2.174], [-2.002, -0.893, -2.881], [-2.047, -2.150, -2.299], [-1.577, -2.335, -1.006], [-1.068, -1.258, -0.301], [-1.611, 3.050, -1.082], [-0.203, 3.692, -0.226], [-3.279, 1.522, -0.042], [-5.042, 2.030, 1.611], [-4.455, 2.329, 3.993], [-2.127, 1.982, 4.739], [-0.353, 1.514, 3.074], [-1.452, 1.163, -2.652], [-2.363, -0.753, -3.892], [-2.438, -2.993, -2.854], [-1.603, -3.315, -0.548], [-0.686, -1.392, 0.706], [6.245, -4.578, 0.608], [5.505, -3.649, 0.418], [4.331, -3.618, -0.550], [3.867, -4.572, -1.138], [3.904, -2.222, -0.574], [4.636, -1.450, 0.337], [4.398, -0.190, 0.474], [5.586, -2.281, 1.078], [6.276, -1.990, 2.031], [2.962, -1.688, -1.286]], "forces_ev_per_angstrom": [[0.79, -0.73, 0.15], [0.02, -0.02, 0.04], [-0.04, -0.05, 0.01], [-0.30, 0.09, 0.06], [0.38, -0.13, -0.17], [-0.16, 0.00, 0.06], [0.13, -0.03, -0.06], [-0.01, 0.00, 0.04], [-0.03, 0.00, -0.02], [-0.01, -0.01, 0.03], [-0.04, 0.01, 0.06], [0.03, 0.02, -0.07], [0.06, 0.02, 0.08], [0.01, 0.02, 0.00], [-0.04, -0.02, -0.01], [-0.04, -0.06, -0.02], [0.00, 0.02, 0.08], [-0.02, 0.08, -0.07], [-0.02, 0.00, -0.03], [-0.07, 0.01, 0.03], [-0.01, 0.05, -0.01], [0.01, 0.01, -0.02], [-0.01, -0.07, 0.01], [0.03, 0.04, -0.01], [0.00, 0.04, 0.00], [-0.04, -0.01, 0.01], [0.03, 0.01, -0.01], [0.00, 0.01, -0.02], [0.03, -0.01, -0.03], [-0.02, -0.06, -0.01], [-0.06, 0.01, 0.05], [0.17, -0.20, 0.00], [-0.19, -0.12, -0.16], [0.07, 0.05, -0.01], [0.26, 0.20, 0.32], [-0.21, -0.22, -0.25], [-0.37, 0.36, -0.03], [0.10, 0.10, 0.20], [0.03, 0.02, -0.11], [-0.50, 0.58, -0.12]], "lowdin_charge": [1.563, 0.000, -0.770, -0.331, -0.270, 0.976, -0.372, -0.091, -0.088, -0.100, -0.096, -0.107, -0.398, -0.071, -0.077, -0.092, -0.083, -0.109, 0.081, 0.089, 0.106, 0.100, 0.097, 0.099, 0.096, 0.099, 0.103, 0.099, 0.102, 0.105, 0.132, -0.255, -0.295, 0.097, -0.337, -0.346, -0.236, -0.291, 0.100, -0.227], "homo_lumo_gap_ha": 0.2615, "e_tot_ha": -1813.6794, "mol_weight_da": 501.98, "e_homo_ev": -5.27, "total_charge": -1}

=====

No. 2
{"formula": "C19H13AsAuF6N3O4", "method": "wB97M-V/def2-TZVPD", "species": ["Au", "C", "C", "C", "C", "C", "C", "N", "N", "C", "C", "C", "C", "C", "C", "H", "H", "H", "H", "H", "H", "H", "H", "H", "O", "C", "C", "C", "C", "C", "C", "C", "O", "N", "O", "O", "H", "H", "H", "H", "F", "As", "F", "F", "F", "F", "F"], "positions_angstrom": [[-0.290, -0.880, -0.065], [4.306, -0.901, -3.285], [4.861, -0.920, -2.009], [4.045, -0.933, -0.897], [2.661, -0.937, -1.090], [2.093, -0.920, -2.357], [2.932, -0.897, -3.458], [1.820, -0.947, 0.063], [2.315, -0.959, 1.196], [1.401, -0.845, 2.208], [1.744, -0.875, 3.549], [0.740, -0.778, 4.508], [-0.584, -0.648, 4.127], [-0.945, -0.603, 2.772], [0.052, -0.715, 1.853], [4.956, -0.892, -4.150], [5.935, -0.927, -1.883], [4.456, -0.951, 0.100], [1.025, -0.958, -2.493], [2.507, -0.895, -4.452], [2.786, -0.982, 3.819], [0.999, -0.812, 5.556], [-1.362, -0.593, 4.876], [-1.986, -0.532, 2.479], [-2.453, -0.548, -0.533], [-3.175, 0.442, -0.527], [-2.782, 1.852, -0.477], [-3.800, 2.764, -0.373], [-3.502, 4.135, -0.292], [-2.209, 4.642, -0.310], [-1.166, 3.755, -0.412], [-1.396, 2.326, -0.526], [-0.442, 1.556, -0.688], [-4.638, 5.079, -0.170], [-4.364, 6.255, -0.133], [-5.742, 4.589, -0.088], [-4.261, 0.277, -0.567], [-4.839, 2.460, -0.344], [-2.058, 5.710, -0.246], [-0.135, 4.083, -0.440], [0.096, -2.618, -1.534], [0.068, -4.247, -0.687], [-0.627, -4.903, -2.101], [1.658, -4.483, -1.285], [0.037, -5.709, 0.181], [0.757, -3.375, 0.689], [-1.494, -3.742, -0.105]], "forces_ev_per_angstrom": [[0.84, -0.65, -0.87], [0.05, 0.01, -0.04], [-0.03, 0.01, 0.07], [0.00, -0.04, -0.19], [-0.05, -0.06, 0.18], [0.20, 0.10, 0.05], [-0.08, 0.01, 0.01], [-0.40, 0.05, 0.40], [0.28, 0.16, -0.48], [-0.18, -0.16, -0.01], [-0.02, 0.02, 0.13], [0.09, 0.01, -0.09], [0.00, -0.02, -0.02], [-0.10, -0.08, 0.12], [-0.68, 0.48, 0.71], [0.00, -0.01, 0.00], [0.00, 0.00, 0.00], [0.01, 0.00, 0.00], [-0.03, 0.07, -0.08], [0.00, 0.00, 0.00], [0.00, -0.02, 0.02], [-0.01, 0.00, 0.00], [0.00, 0.02, 0.01], [0.02, 0.01, 0.03], [0.40, -0.17, 0.61], [0.15, 0.19, -0.09], [-0.07, -0.03, 0.09], [0.04, 0.02, 0.01], [-0.11, -0.02, -0.06], [0.07, -0.09, 0.00], [-0.05, 0.08, -0.01], [-0.04, -0.08, -0.02], [0.03, 0.31, -0.20], [0.03, 0.00, 0.19], [0.00, 0.01, -0.07], [0.00, 0.00, -0.07], [0.02, -0.08, -0.09], [0.00, 0.00, -0.01], [0.01, 0.00, 0.01], [0.00, 0.00, 0.00], [-0.31, 0.18, -0.41], [-0.04, -0.28, 0.14], [0.00, 0.05, 0.08], [-0.04, 0.05, 0.02], [-0.02, 0.10, -0.02], [-0.03, -0.17, -0.05], [0.07, 0.05, 0.02]], "lowdin_spin": [0.007, 0.000, 0.000, 0.000, 0.001, 0.000, 0.000, 0.005, 0.001, 0.000, 0.000, 0.000, -0.001, -0.001, -0.004, 0.000, 0.000, 0.000, 0.000, 0.000, 0.000, 0.000, 0.000, 0.000, 0.041, 0.020, 0.101, 0.010, 0.220, -0.020, 0.223, 0.048, 0.279, 0.017, 0.013, 0.036, 0.000, -0.003, -0.004, 0.008, 0.002, 0.000, 0.000, 0.000, 0.000, 0.000, 0.000], "spin_multiplicity": 2, "homo_lumo_gap_ha": [0.2389, 0.1860], "e_tot_ha": -4167.3245, "mol_weight_da": 733.21, "e_homo_ev": [-12.34, -12.34], "total_charge": 1, "s2": 0.797}

=====

No. 3
{"formula": "C19H13BeCl3NO6S", "method": "wB97M-V/def2-TZVPD", "species": ["Be", "Cl", "C", "C", "C", "Cl", "C", "O", "C", "Cl", "C", "H", "H", "O", "C", "O", "C", "C", "C", "C", "C", "N", "H", "H", "H", "H", "C", "C", "C", "C", "C", "C", "C", "S", "O", "O", "O", "H", "H", "H", "H", "H", "H", "H"], "positions_angstrom": [[0.469, -0.108, 0.073], [-4.514, -1.512, 4.990], [-3.421, -1.260, 3.653], [-3.139, 0.026, 3.236], [-2.284, 0.216, 2.164], [-1.921, 1.836, 1.673], [-1.689, -0.849, 1.450], [-0.934, -0.704, 0.413], [-2.004, -2.135, 1.948], [-1.274, -3.495, 1.165], [-2.851, -2.348, 3.018], [-3.577, 0.881, 3.731], [-3.057, -3.356, 3.350], [2.505, -0.956, -2.831], [1.829, -0.467, -1.943], [1.273, -1.061, -0.945], [1.566, 1.026, -1.933], [2.315, 1.922, -2.674], [2.043, 3.269, -2.538], [1.014, 3.664, -1.693], [0.310, 2.701, -0.999], [0.581, 1.398, -1.108], [3.100, 1.531, -3.305], [2.631, 4.008, -3.068], [0.769, 4.708, -1.555], [-0.494, 2.976, -0.331], [4.747, -0.794, 6.827], [4.164, -0.297, 5.529], [4.910, 0.491, 4.660], [4.366, 0.948, 3.469], [3.062, 0.619, 3.139], [2.302, -0.170, 3.990], [2.856, -0.623, 5.177], [2.382, 1.271, 1.630], [1.989, 2.633, 1.904], [3.379, 1.098, 0.604], [1.180, 0.391, 1.433], [5.771, -0.444, 6.957], [4.757, -1.886, 6.858], [4.154, -0.446, 7.674], [5.932, 0.747, 4.916], [4.945, 1.552, 2.780], [1.289, -0.430, 3.712], [2.265, -1.243, 5.841]], "forces_ev_per_angstrom": [[-0.33, -0.08, -0.21], [-0.02, -0.01, 0.05], [0.02, 0.04, -0.05], [0.00, 0.04, -0.01], [0.06, -0.17, -0.06], [-0.03, 0.09, -0.02], [0.08, -0.01, 0.15], [-0.22, 0.13, -0.10], [-0.04, 0.08, 0.02], [-0.01, -0.05, -0.01], [0.02, -0.07, -0.01], [0.01, -0.02, 0.01], [-0.01, 0.02, 0.00], [-0.05, 0.01, 0.04], [0.14, -0.16, 0.16], [0.10, 0.22, -0.09], [-0.16, 0.07, -0.06], [-0.04, -0.06, -0.03], [-0.06, 0.01, 0.06], [0.05, 0.03, -0.11], [-0.17, -0.08, 0.06], [0.50, -0.05, 0.12], [-0.01, 0.02, -0.01], [-0.01, 0.00, -0.02], [0.00, -0.01, 0.01], [0.05, -0.06, 0.08], [-0.02, 0.00, -0.07], [0.01, -0.01, 0.03], [-0.01, -0.01, 0.01], [-0.02, 0.03, -0.08], [-0.04, -0.01, -0.03], [-0.03, 0.00, 0.00], [0.03, 0.02, -0.01], [-0.07, 0.12, 0.25], [-0.01, -0.06, -0.01], [0.00, -0.07, -0.09], [0.23, 0.05, -0.03], [-0.01, 0.01, 0.02], [0.00, 0.01, 0.01], [0.02, -0.01, 0.03], [-0.01, 0.00, 0.00], [0.03, -0.02, 0.05], [0.02, 0.00, 0.01], [0.00, 0.01, -0.01]], "lowdin_charge": [0.053, 0.616, -0.690, -0.150, -0.563, 0.743, -0.423, -0.076, -0.577, 0.710, -0.150, 0.099, 0.099, 0.061, -0.544, 0.025, -0.158, 0.010, -0.048, -0.049, -0.097, 0.140, 0.121, 0.105, 0.103, 0.076, -0.061, -0.284, -0.047, -0.052, -0.253, -0.037, -0.041, 0.532, -0.302, -0.282, -0.279, 0.068, 0.077, 0.077, 0.105, 0.116, 0.114, 0.113], "homo_lumo_gap_ha": 0.2969, "de_lowest_kcal_mol": 4.0, "e_tot_ha": -3031.8902, "mol_weight_da": 498.75, "e_homo_ev": -5.46, "total_charge": -1}

=====

No. 4
{"formula": "C19H13Br2N5O3PtS", "method": "wB97M-V/def2-TZVPD", "species": ["Pt", "Br", "C", "C", "C", "Br", "C", "C", "C", "C", "N", "C", "C", "O", "H", "H", "H", "H", "N", "C", "C", "C", "C", "C", "C", "S", "O", "O", "N", "C", "N", "C", "C", "C", "N", "H", "H", "H", "H", "H", "H", "H", "H", "H"], "positions_angstrom": [[0.554, -0.323, -0.713], [-4.420, 0.627, -0.643], [-3.451, -0.599, -1.698], [-4.156, -1.502, -2.523], [-3.505, -2.404, -3.311], [-4.505, -3.590, -4.391], [-2.088, -2.447, -3.318], [-1.276, -3.309, -4.091], [0.084, -3.218, -4.020], [0.672, -2.273, -3.157], [-0.061, -1.478, -2.417], [-1.423, -1.542, -2.482], [-2.077, -0.597, -1.646], [-1.339, 0.205, -0.923], [-5.236, -1.468, -2.526], [-1.747, -4.038, -4.737], [0.721, -3.860, -4.611], [1.745, -2.166, -3.075], [-0.496, 4.867, 2.525], [0.359, 3.936, 1.971], [0.367, 3.713, 0.593], [1.246, 2.806, 0.034], [2.123, 2.098, 0.847], [2.141, 2.327, 2.225], [1.265, 3.238, 2.778], [3.135, 0.855, 0.153], [4.384, 0.840, 0.849], [3.105, 1.031, -1.276], [2.309, -0.564, 0.371], [1.770, -0.910, 1.622], [2.482, -0.861, 2.735], [1.855, -1.301, 3.828], [0.554, -1.781, 3.821], [-0.112, -1.741, 2.610], [0.487, -1.297, 1.511], [-1.273, 5.192, 1.978], [-0.627, 4.876, 3.520], [-0.322, 4.254, -0.046], [1.275, 2.661, -1.038], [2.842, 1.792, 2.851], [1.277, 3.421, 3.847], [2.426, -1.264, 4.750], [0.080, -2.153, 4.717], [-1.145, -2.051, 2.509]], "forces_ev_per_angstrom": [[-1.54, -0.64, 1.01], [0.03, -0.01, -0.01], [-0.36, -0.05, -0.03], [-0.01, 0.19, 0.14], [0.15, -0.01, 0.01], [0.00, -0.03, -0.02], [0.02, -0.11, -0.15], [-0.14, -0.04, -0.04], [0.07, 0.07, 0.06], [-0.04, -0.07, -0.11], [0.85, 0.11, 0.24], [0.25, 0.20, 0.05], [0.06, 0.00, -0.12], [-0.38, 0.03, -0.33], [0.01, 0.02, 0.03], [0.00, 0.03, 0.00], [-0.01, 0.01, 0.01], [-0.01, -0.01, 0.05], [0.15, 0.01, -0.09], [-0.16, 0.12, 0.10], [-0.04, 0.01, -0.07], [-0.08, 0.01, 0.01], [-0.21, 0.05, 0.37], [-0.03, 0.02, -0.10], [0.02, -0.02, 0.04], [0.68, -0.48, -0.30], [-0.02, 0.00, 0.13], [0.26, 0.16, 0.01], [-0.26, 0.07, -0.12], [0.73, 0.14, -0.98], [-0.23, -0.21, 0.38], [0.16, 0.11, -0.15], [-0.01, -0.09, 0.01], [-0.03, 0.06, -0.11], [0.07, 0.46, 0.18], [-0.02, -0.04, 0.00], [-0.01, -0.06, 0.00], [0.02, 0.02, 0.03], [-0.03, -0.08, -0.02], [0.02, 0.00, -0.06], [0.01, 0.00, -0.03], [0.00, 0.00, -0.01], [0.00, 0.03, -0.01], [-0.01, 0.02, 0.00]], "lowdin_charge": [1.186, 0.784, -0.607, -0.161, -0.634, 0.779, -0.183, -0.013, -0.029, -0.089, -0.026, -0.150, -0.414, -0.246, 0.097, 0.088, 0.112, 0.125, 0.107, -0.313, -0.020, -0.077, -0.319, -0.060, -0.023, 0.561, -0.283, -0.350, -0.267, -0.495, 0.152, -0.104, -0.049, -0.103, 0.059, 0.092, 0.091, 0.116, 0.110, 0.109, 0.112, 0.114, 0.101, 0.119], "homo_lumo_gap_ha": [0.2598, 0.2598], "de_lowest_kcal_mol": 52.5, "e_tot_ha": -6896.8417, "mol_weight_da": 746.30, "e_homo_ev": [-8.04, -8.04], "total_charge": 0}

=====

For the records above, the corresponding max |F| values read 1.09; 1.37; 0.52; 1.95 eV/A.